Molecular formula: C70H172N12O18
Method: DFT, ωB97M-V with the def2-TZVPD basis set

Output
Spin multiplicity: 1
ΔE to the lowest compared entry with this formula, charge and spin, kJ/mol: 533.8
SMILES string: CC1(C)CCCC(C)(C)N1O.CC1(C)CCCC(C)(C)N1O.COC[C@H](C)N.COC[C@H](C)N.COC[C@H](C)N.COC[C@H](C)N.COCCNCCOC.COCCNCCOC.COCCNCCOC.COCCNCCOC.COCCNCCOC.COCCNCCOC
Frontier orbital gap, eV: 8.575

Each line ends with the Mulliken charge.
CARTESIAN COORDINATES (ANGSTROEM)
C 13.22 -7.56 26.88  -1.632
C 11.80 -6.97 26.58  3.250
C 10.69 -8.06 26.63  -1.496
C 11.64 -5.79 27.62  -1.609
C 10.55 -4.79 27.39  -1.375
C 10.65 -4.22 25.96  -0.581
C 10.75 -5.32 24.85  2.084
C 9.35 -5.96 24.68  -1.387
C 11.12 -4.53 23.63  -2.420
N 11.85 -6.34 25.18  1.361
O 12.04 -7.23 24.06  -0.128
H 14.00 -6.93 26.45  -0.021
H 13.39 -7.71 27.95  0.286
H 13.41 -8.48 26.34  0.179
H 10.77 -8.74 25.79  -0.747
H 10.68 -8.79 27.44  0.791
H 9.71 -7.58 26.69  0.213
H 11.23 -6.21 28.54  0.523
H 12.47 -5.13 27.89  -0.068
H 9.60 -5.31 27.49  -0.114
H 10.56 -4.04 28.18  0.812
H 11.55 -3.60 25.94  -1.454
H 9.80 -3.56 25.75  1.397
H 8.97 -5.86 23.67  0.271
H 8.60 -5.38 25.22  0.349
H 9.38 -7.05 24.72  -0.323
H 11.46 -5.25 22.88  0.681
H 12.02 -3.94 23.82  0.096
H 10.37 -3.91 23.14  0.425
H 12.98 -7.05 23.93  0.185
C 12.91 1.23 20.47  -2.014
C 12.07 0.08 20.97  1.610
C 12.95 -1.08 21.73  -0.622
C 11.34 0.81 22.14  -1.577
C 10.11 0.00 22.62  1.456
C 9.16 -0.20 21.48  -1.995
C 9.78 -0.89 20.30  1.486
C 9.84 -2.45 20.59  -1.271
C 8.78 -0.62 19.17  -2.096
N 11.07 -0.24 19.96  0.493
O 11.60 -0.84 18.82  -0.493
H 12.44 2.16 20.12  0.400
H 13.39 0.69 19.66  0.547
H 13.72 1.47 21.16  0.340
H 13.17 -1.98 21.15  0.271
H 12.51 -1.25 22.72  -0.312
H 13.98 -0.80 21.95  0.244
H 11.99 1.04 22.98  -0.045
H 11.12 1.83 21.83  0.673
H 9.51 0.56 23.34  -0.386
H 10.32 -0.93 23.14  -0.318
H 8.68 0.74 21.20  0.377
H 8.37 -0.83 21.89  0.516
H 10.52 -2.53 21.44  0.023
H 8.86 -2.89 20.80  0.417
H 10.25 -2.83 19.66  0.519
H 7.85 -0.94 19.64  0.402
H 8.75 0.43 18.90  0.504
H 8.92 -1.18 18.24  0.340
H 11.65 -0.11 18.21  0.380
C 11.48 -10.50 30.92  -1.018
O 12.37 -10.04 29.99  0.269
C 13.66 -10.75 30.04  -1.641
C 14.53 -10.35 28.86  1.815
C 15.53 -11.56 28.56  -1.881
N 15.15 -9.19 29.48  -0.391
H 11.30 -11.56 30.75  0.366
H 10.52 -10.05 30.69  0.066
H 12.03 -10.31 31.85  0.418
H 13.97 -10.42 31.03  0.604
H 13.58 -11.83 30.12  0.485
H 14.10 -10.12 27.89  -0.354
H 15.07 -12.55 28.52  0.404
H 16.29 -11.58 29.33  0.425
H 16.18 -11.44 27.69  0.415
H 14.38 -8.74 29.97  0.167
H 15.55 -8.48 28.88  -0.151
C 9.04 -5.88 30.29  -0.389
O 8.06 -6.45 31.08  -0.555
C 8.35 -6.38 32.47  -0.460
C 7.74 -7.50 33.30  1.100
C 6.15 -7.60 33.49  -1.530
N 8.33 -7.57 34.62  -0.651
H 9.46 -4.96 30.69  0.360
H 8.38 -5.54 29.49  0.321
H 9.69 -6.63 29.84  0.140
H 9.42 -6.54 32.60  0.192
H 8.10 -5.37 32.80  0.231
H 7.99 -8.44 32.81  -0.319
H 5.88 -8.36 34.22  0.367
H 5.92 -7.95 32.49  0.293
H 5.80 -6.59 33.73  0.467
H 7.90 -6.82 35.14  0.273
H 9.31 -7.42 34.80  0.229
C 17.02 -1.39 22.02  -0.849
O 15.87 -2.05 22.52  -0.265
C 15.81 -1.90 23.85  0.123
C 16.38 -3.11 24.57  0.609
C 15.44 -4.31 24.42  -1.485
N 16.55 -2.96 25.93  -0.319
H 16.90 -0.31 21.92  0.328
H 17.21 -1.63 20.97  0.317
H 18.00 -1.75 22.34  0.329
H 16.28 -0.97 24.20  0.572
H 14.76 -1.83 24.14  -0.907
H 17.38 -3.31 24.19  0.430
H 15.68 -5.25 24.92  0.348
H 15.28 -4.53 23.36  0.501
H 14.46 -4.10 24.86  0.005
H 17.11 -3.73 26.26  0.034
H 17.21 -2.24 26.22  0.288
C 10.03 -6.52 19.44  -0.688
O 9.21 -7.67 19.68  -0.472
C 8.79 -7.64 21.04  0.456
C 7.37 -8.35 21.07  -0.042
C 6.80 -8.16 22.48  -1.218
N 7.51 -9.83 20.92  -0.772
H 10.29 -6.39 18.39  0.411
H 11.03 -6.64 19.86  0.270
H 9.68 -5.51 19.63  0.228
H 9.45 -8.15 21.74  -0.276
H 8.58 -6.67 21.48  0.167
H 6.81 -8.02 20.19  0.493
H 5.81 -8.56 22.29  0.417
H 6.65 -7.12 22.79  0.450
H 7.23 -8.62 23.37  -0.032
H 8.10 -10.19 21.65  0.182
H 8.04 -10.04 20.09  0.352
C 17.62 -7.22 27.20  -0.898
O 17.84 -7.64 28.55  -0.038
C 19.15 -7.73 29.03  -0.673
C 19.05 -8.09 30.56  -0.220
N 20.22 -7.83 31.31  -0.477
C 21.41 -8.51 30.74  -0.830
C 21.35 -10.01 30.60  -0.496
O 20.91 -10.61 31.81  -0.355
C 20.44 -11.98 31.76  -0.624
H 16.66 -7.54 26.81  0.155
H 18.41 -7.51 26.51  0.486
H 17.80 -6.15 27.10  0.344
H 19.50 -6.70 29.02  0.356
H 19.68 -8.55 28.55  0.316
H 18.90 -9.17 30.58  0.298
H 18.16 -7.68 31.05  0.068
H 20.07 -8.34 32.17  0.368
H 22.34 -8.31 31.28  0.426
H 21.69 -8.13 29.76  0.336
H 22.33 -10.44 30.39  0.493
H 20.68 -10.33 29.81  0.307
H 19.53 -12.07 31.16  0.205
H 20.16 -12.17 32.80  0.253
H 21.15 -12.73 31.43  0.289
C 12.57 3.53 30.27  -0.745
O 13.16 2.56 29.49  -0.191
C 13.75 3.09 28.37  -0.778
C 14.33 2.05 27.36  -0.735
N 13.16 1.29 26.88  0.128
C 13.51 0.21 25.90  -1.415
C 12.51 -1.00 26.10  1.981
O 12.48 -1.69 27.36  0.576
C 13.65 -2.46 27.62  1.206
H 11.55 3.76 29.96  0.193
H 13.14 4.45 30.30  0.357
H 12.39 3.21 31.30  0.246
H 14.58 3.70 28.71  0.514
H 13.04 3.74 27.84  0.369
H 14.97 1.37 27.93  0.338
H 14.95 2.43 26.55  0.424
H 12.73 1.03 27.75  0.125
H 14.48 -0.28 25.96  0.423
H 13.52 0.61 24.88  0.507
H 12.58 -1.74 25.30  -0.649
H 11.50 -0.64 25.90  -1.222
H 13.50 -2.89 28.61  -0.969
H 14.59 -1.91 27.63  0.357
H 13.60 -3.28 26.91  -0.849
C 12.59 -10.33 21.19  -0.585
O 12.53 -11.25 22.28  -0.480
C 12.14 -10.78 23.54  -0.720
C 10.61 -10.47 23.61  0.541
N 9.89 -11.42 22.75  0.099
C 9.47 -12.49 23.56  -0.747
C 8.61 -13.57 22.87  -0.783
O 9.26 -14.85 22.87  -0.306
C 8.42 -15.91 22.57  -0.729
H 13.10 -9.39 21.39  0.259
H 11.61 -10.10 20.78  0.197
H 13.06 -10.95 20.43  0.284
H 12.68 -9.89 23.88  0.387
H 12.34 -11.46 24.36  0.406
H 10.49 -9.47 23.19  -0.854
H 10.12 -10.43 24.58  0.397
H 10.49 -11.74 22.00  0.281
H 9.01 -12.17 24.49  0.568
H 10.31 -13.01 24.02  0.368
H 8.43 -13.35 21.82  0.312
H 7.68 -13.72 23.41  0.400
H 8.09 -16.06 21.54  0.276
H 7.45 -15.77 23.05  0.306
H 9.17 -16.68 22.73  0.253
C 12.64 -0.97 31.29  -0.267
O 12.05 -1.77 32.31  -0.488
C 11.42 -3.08 31.96  0.121
C 12.51 -4.13 32.24  -1.182
N 13.48 -4.37 31.16  0.325
C 14.33 -5.46 31.48  -1.177
C 15.57 -5.55 30.52  0.482
O 16.13 -4.23 30.25  -0.470
C 17.16 -4.21 29.23  -0.121
H 13.43 -1.47 30.73  0.071
H 13.18 -0.14 31.74  0.327
H 11.90 -0.64 30.57  0.141
H 10.98 -3.18 30.97  -0.123
H 10.65 -3.31 32.70  0.219
H 12.06 -5.05 32.60  0.650
H 13.08 -3.83 33.11  0.412
H 14.12 -3.61 31.01  0.034
H 13.58 -6.24 31.36  0.464
H 14.68 -5.34 32.51  0.290
H 15.26 -6.07 29.61  0.093
H 16.35 -6.20 30.92  -0.170
H 17.67 -3.26 29.15  0.391
H 16.83 -4.36 28.20  -0.159
H 17.90 -4.97 29.49  0.095
C 6.91 -9.63 26.36  -0.316
O 6.63 -10.93 26.94  -0.408
C 6.44 -10.90 28.41  -0.513
C 7.75 -11.28 29.06  -0.082
N 7.79 -11.18 30.48  0.219
C 6.80 -12.08 31.16  -0.719
C 7.07 -11.96 32.64  -0.501
O 8.44 -12.31 33.01  -0.400
C 9.11 -11.55 34.06  -0.621
H 6.75 -9.68 25.28  -0.001
H 7.94 -9.40 26.61  0.076
H 6.25 -8.89 26.81  0.478
H 5.64 -11.59 28.68  0.368
H 6.12 -9.91 28.72  0.237
H 8.56 -10.63 28.73  -0.239
H 8.11 -12.24 28.70  0.330
H 8.61 -11.53 30.96  0.008
H 6.89 -13.15 30.94  0.299
H 5.84 -11.58 31.05  0.489
H 6.43 -12.73 33.09  0.448
H 6.85 -10.93 32.94  0.131
H 8.73 -11.96 34.99  0.358
H 9.06 -10.47 33.94  0.169
H 10.11 -11.94 34.26  0.256
C 9.28 3.75 27.29  -0.757
O 8.73 2.63 26.61  -0.503
C 9.64 1.54 26.53  -0.306
C 8.92 0.25 26.10  0.153
N 7.73 -0.16 26.87  -0.432
C 8.03 -0.39 28.33  0.064
C 6.80 -0.53 29.14  -1.014
O 6.23 0.76 29.41  -0.305
C 4.83 0.60 29.74  -0.710
H 9.35 3.68 28.38  0.200
H 8.48 4.45 27.01  0.318
H 10.25 4.02 26.87  0.310
H 10.15 1.32 27.46  0.221
H 10.39 1.82 25.79  0.810
H 9.53 -0.66 26.13  -0.386
H 8.50 0.50 25.13  -0.019
H 7.17 0.68 26.94  0.415
H 8.55 0.43 28.83  0.224
H 8.57 -1.33 28.46  0.150
H 7.09 -0.96 30.10  0.449
H 6.23 -1.27 28.58  0.408
H 4.25 0.72 28.82  0.251
H 4.52 1.35 30.47  0.238
H 4.75 -0.34 30.28  0.316